1.
Formula: C37H37BiN4S
Source: OMol25
Level of theory: ωB97M-V/def2-TZVPD

Structure (XYZ):
```
80
Properties=species:S:1:pos:R:3:lowdin_charge:R:1
Bi -0.57894 0.11966 -0.39905 1.7525
C -0.69782 3.50651 -0.04250 -0.3207
C -1.30393 3.14961 -1.28120 -0.3177
C -2.63739 2.65654 -0.97487 -0.3179
C -2.84628 2.83674 0.42922 -0.2616
C -1.65251 3.41765 1.00981 -0.2648
C -1.41998 3.75107 2.44658 -0.0853
C -3.93556 2.12531 1.18421 -0.0841
C -3.63909 2.02895 -1.89914 -0.0821
C -0.68761 3.19465 -2.66119 -0.0765
C 0.66410 4.07926 0.12227 -0.0805
H -0.37324 3.52650 2.71052 0.0465
H -2.06844 3.31081 3.20085 0.0488
H -1.54739 4.91817 2.53111 0.1091
H -4.91553 2.21898 0.72756 0.0538
H -4.00686 2.56118 2.19759 0.0667
H -3.79697 1.01104 1.25545 0.0646
H -3.50004 2.29638 -2.91942 0.0480
H -4.70506 2.35571 -1.63910 0.0969
H -3.52684 0.94864 -1.91217 0.0282
H 0.27982 3.59479 -2.63771 0.0309
H -1.28644 3.94583 -3.25115 0.0877
H -0.71472 2.24473 -3.26101 0.0643
H 0.88456 4.86193 -0.63644 0.0791
H 1.51889 3.35965 0.03013 0.0656
H 0.77808 4.63023 1.01926 0.0459
N 0.18262 -0.69688 -4.97755 0.0799
C 0.15164 -0.86233 -3.62509 -0.8397
S -1.38937 -1.14276 -2.81583 0.5291
N 1.32973 -0.67755 -3.03360 -0.0220
N 1.31597 -0.34878 -1.72176 -0.0937
C 2.54723 -0.07896 -1.21832 -0.1798
C 3.78208 -0.40845 -1.90849 -0.2043
C 3.97242 0.18536 -3.15306 -0.0425
C 5.03880 -0.20505 -3.90972 -0.0802
C 5.89237 -1.19670 -3.43644 -0.1004
C 5.83371 -1.70964 -2.16886 -0.0528
C 4.75586 -1.24579 -1.36935 -0.0311
C 2.63580 0.33653 0.12408 -0.2164
C 3.91244 0.59068 0.77187 0.0149
C 4.04340 1.04446 2.06301 -0.0415
C 2.87918 1.24612 2.78075 -0.0298
C 1.67705 1.15248 2.09523 -0.1149
N 1.57119 0.69762 0.84482 -0.0013
H -0.57088 -0.82794 -5.63293 0.0938
H 1.14088 -0.65951 -5.39453 0.1246
H 3.37524 1.01210 -3.56096 0.1300
H 5.13349 0.15241 -4.93247 0.1096
H 6.71247 -1.42168 -4.12284 0.1082
H 6.50015 -2.50965 -1.83892 0.1109
H 4.51983 -1.64061 -0.40785 0.1091
H 4.81628 0.46519 0.15839 0.1115
H 5.00272 1.24656 2.46532 0.1057
H 2.78696 1.63230 3.80786 0.1234
H 0.71169 1.40587 2.57717 0.1092
C -4.61618 -5.22749 0.34126 -0.0432
C -3.44067 -5.65953 -0.34913 -0.0987
C -2.28781 -4.94254 -0.40784 -0.0302
C -2.21126 -3.68299 0.30089 -0.2465
C -3.29959 -3.22491 0.99073 -0.0298
C -4.46871 -4.01250 1.07119 -0.0588
C -0.99670 -2.95435 0.12707 -0.1403
C -0.80140 -1.78270 0.80397 -0.3725
C -0.61147 -1.54062 2.24778 -0.3156
C 0.29195 -2.34565 2.95923 -0.0580
C 0.53582 -2.18190 4.30409 -0.0825
C -0.13394 -1.11551 4.96076 -0.0809
C -0.92287 -0.17282 4.24060 -0.0855
C -1.21030 -0.47499 2.93178 -0.1087
H -5.49137 -5.83031 0.47795 0.0896
H -3.48263 -6.60079 -0.84899 0.0895
H -1.40186 -5.26926 -0.98811 0.1222
H -3.11591 -2.40152 1.71501 0.1253
H -5.27468 -3.52231 1.57063 0.0890
H -0.36513 -3.20367 -0.73476 0.0953
H 0.72950 -3.20140 2.40744 0.1223
H 1.20638 -2.82702 4.93940 0.1197
H -0.01138 -0.93623 6.02571 0.0917
H -1.25467 0.72684 4.72957 0.1017
H -1.91085 0.19823 2.37427 0.0981
```

Summary:
Calculated total energy ... -2263.7341 Eh
Orbital gap ... 4.11 eV
Energy above the lowest of the compared OMol25 structures with the same formula, charge and spin ... 40.8 kcal/mol
Molar mass ... 778.78 g mol⁻¹
Spin multiplicity ... 1
Lowest unoccupied orbital energy ... -1.43 eV



2.
Formula: C37H37CrF6N2O10PS3Te
Source: OMol25
Level of theory: ωB97M-V/def2-TZVPD

Structure (XYZ):
```
98
Properties=species:S:1:pos:R:3:lowdin_charge:R:1
Cr 0.15821 -0.73438 -1.06866 0.8265
O -0.51946 -1.47775 1.96322 -0.0217
C 0.29162 -0.54681 2.64515 -0.2992
C 0.83081 0.46862 1.60856 -0.5101
O 1.63489 1.29917 1.96612 0.1018
O 0.32698 0.37488 0.42786 -0.1077
C -0.57925 0.23545 3.65259 -0.0974
C -1.93805 -0.05234 3.74424 -0.0196
C -2.75850 0.62048 4.64195 -0.0893
C -2.24090 1.62077 5.44691 -0.1054
C -0.89503 1.94261 5.33678 -0.0795
C -0.07501 1.26139 4.45072 -0.0231
C 1.47905 -1.28214 3.29293 -0.0928
C 1.60105 -2.65946 3.12349 -0.0180
C 2.66332 -3.36327 3.67918 -0.0815
C 3.63462 -2.69991 4.40850 -0.1025
C 3.53804 -1.32346 4.56075 -0.0791
C 2.47916 -0.62175 4.00659 -0.0240
H -0.83137 -2.13061 2.60008 0.1050
H -2.37527 -0.79994 3.09854 0.1106
H -3.80944 0.36446 4.69401 0.0982
H -2.87956 2.15750 6.13690 0.0948
H -0.47472 2.73711 5.94072 0.0995
H 0.95609 1.56251 4.35814 0.0948
H 0.88606 -3.19623 2.51659 0.0983
H 2.73189 -4.43212 3.52051 0.0999
H 4.46764 -3.24284 4.83653 0.0950
H 4.30288 -0.78168 5.10322 0.0991
H 2.46631 0.45154 4.08945 0.0919
C -4.03276 4.15134 1.68190 -0.0494
C -3.27482 3.99751 0.35640 -0.5494
C -1.78794 4.23347 0.62924 -0.0467
C -3.78855 5.06146 -0.62157 -0.0430
C -3.53259 2.59503 -0.20461 -0.1524
C -4.85981 2.17619 -0.43555 -0.0362
C -5.17073 0.89430 -0.83099 -0.0743
C -4.12492 -0.01018 -1.00849 -0.4503
S -4.18030 -1.72772 -1.28867 1.1280
C -2.45780 -1.78514 -1.17552 -0.5087
N -1.88366 -0.62315 -1.04585 0.0209
C -2.80776 0.40486 -0.86436 -0.2526
C -2.50331 1.70479 -0.45238 0.0480
C -1.62045 -2.96267 -1.00881 -0.2346
C -2.10963 -4.26770 -0.96917 -0.0491
C -1.26318 -5.27352 -0.54647 -0.0879
C 0.04391 -4.96197 -0.16690 -0.0775
C 0.53207 -3.66818 -0.25461 -0.1240
C -0.29656 -2.63539 -0.68905 -0.1422
H -3.78507 5.11069 2.14243 0.0825
H -3.75662 3.36034 2.37836 0.0853
H -5.11493 4.11975 1.53726 0.0752
H -1.65484 5.22650 1.06352 0.0864
H -1.18942 4.18462 -0.28110 0.0863
H -1.38496 3.50604 1.33765 0.0914
H -3.70134 6.05373 -0.17177 0.0843
H -4.83854 4.89912 -0.87386 0.0758
H -3.21619 5.05673 -1.54635 0.0755
H -5.67296 2.87135 -0.26432 0.1055
H -6.20125 0.58973 -0.95685 0.1056
H -1.46734 1.96195 -0.29359 0.0996
H -3.13618 -4.48853 -1.24202 0.0990
H -1.61214 -6.29737 -0.50478 0.0955
H 0.70307 -5.75562 0.16569 0.1030
H 1.56332 -3.45887 -0.00490 0.0734
F -1.56691 3.63168 -3.06345 0.1338
C -1.49299 2.57121 -3.86804 -0.6810
F -2.51327 1.75947 -3.61454 0.1503
F -1.58021 2.98702 -5.12856 0.1472
S 0.11311 1.74394 -3.59183 0.6315
O 0.08857 1.24472 -2.22389 -0.3061
O 1.07601 2.75273 -3.89173 -0.2437
N 0.03491 0.63455 -4.69163 -0.2626
S 0.11505 -0.91725 -4.49749 0.6125
O 0.04645 -1.31967 -3.10040 -0.3620
O 1.09620 -1.51862 -5.32467 -0.2519
C -1.50658 -1.47264 -5.12077 -0.6807
F -1.53975 -2.79964 -5.09172 0.1557
F -2.49783 -0.99859 -4.36927 0.1379
F -1.68065 -1.05408 -6.37151 0.1462
C 5.26276 0.98653 -3.41657 -0.0701
C 3.90318 1.00512 -2.76272 -0.2540
O 3.20550 -0.22798 -3.04133 -0.2881
P 3.18288 -1.40658 -1.99012 0.1304
O 2.14109 -1.03314 -0.89924 -0.3978
Te 3.10488 -3.54267 -2.98412 0.4188
O 4.62021 -1.20192 -1.29521 -0.3175
C 5.05679 -2.05524 -0.23213 -0.3089
C 6.33878 -2.74278 -0.63327 -0.0885
H 5.72388 1.97176 -3.31818 0.0754
H 5.16311 0.75902 -4.47824 0.0821
H 5.91464 0.24215 -2.95876 0.0667
H 3.28152 1.78783 -3.18601 0.0977
H 3.96214 1.15143 -1.68378 0.1208
H 4.27748 -2.78133 0.00852 0.0859
H 5.20218 -1.41294 0.63810 0.1192
H 6.16302 -3.40787 -1.47815 0.0472
H 6.72450 -3.32624 0.20607 0.0727
H 7.09154 -2.00531 -0.91678 0.0733
```

Summary:
Calculated total energy ... -5741.8996 Eh
Charge ... -1
Orbital gap (alpha / beta) ... 6.43 / 6.43 eV
Energy above the lowest of the compared OMol25 structures with the same formula, charge and spin ... 22.8 kcal/mol
Molar mass ... 1090.47 g mol⁻¹
Spin multiplicity ... 2
Lowest unoccupied orbital energy (alpha / beta) ... 2.07 / 2.07 eV



Question: The highest energy above the lowest of the compared OMol25 structures with the same formula, charge and spin belongs to which entry?
Answer: C37H37BiN4S



Question: Which of these has the highest spin multiplicity?
Answer: C37H37CrF6N2O10PS3Te



Question: calculated total energy of number 1 (C37H37BiN4S)?
Answer: -2263.7341 Eh



Question: Which of these has the lowest energy above the lowest of the compared OMol25 structures with the same formula, charge and spin?
Answer: C37H37CrF6N2O10PS3Te